# 1
# C34H47AsF5NO6RuTe

C34H47AsF5NO6RuTe as an isolated structure at a distorted geometry (wB97M-V/def2-TZVPD, OMol25).

Calculated total energy ... -4927.6483 a.u.
Spin multiplicity ... 6
ΔE to the lowest compared entry with this formula, charge and spin ... 82.0 kJ/mol
Net charge ... +1
Kohn-Sham gap (alpha / beta) ... 7.01 / 7.12 eV

CARTESIAN COORDINATES (ANGSTROEM)
H -0.261 -4.206 -3.127
C 0.169 -0.771 0.836
Te 4.683 -2.265 4.100
H -1.034 3.672 3.200
C -0.640 2.084 1.813
H 0.561 1.505 5.717
H 4.251 -1.026 -1.059
H -4.426 -0.132 -1.590
C -2.897 -1.583 -1.149
H -0.498 -2.110 2.355
H -0.599 0.071 -0.818
C 2.289 -0.595 -0.339
C 0.120 -0.194 4.494
O 3.861 1.918 2.339
O 1.618 -0.736 0.914
O 1.632 1.509 3.938
H -4.491 -1.877 0.247
C -1.762 2.241 -0.303
C -2.125 3.939 1.376
C 2.591 2.525 4.226
C -1.406 -3.488 -1.426
N -0.395 0.316 0.135
H 0.514 2.097 -2.604
H 2.236 0.442 -0.673
H 3.668 -2.087 0.239
C -3.623 -2.336 -0.221
H -0.103 -1.643 0.248
H -2.613 4.851 1.697
F 5.523 -1.955 5.696
F 5.142 -0.409 3.846
H 1.187 0.695 -3.438
C -3.277 -3.630 0.121
H 1.821 -1.215 -1.102
H -2.596 3.612 -7.058
H 5.187 0.947 -0.527
H 3.227 2.165 0.386
C -2.354 3.426 0.102
H 0.101 1.618 2.446
F 4.282 -3.864 4.863
O 3.736 -2.456 2.585
C -2.632 -0.177 -4.694
O 4.368 -0.328 0.907
C -3.358 -0.157 -1.363
C -4.068 -4.421 1.134
C -2.626 2.112 -5.511
C 0.594 1.596 -3.572
C -1.784 -2.163 -1.783
C -1.429 0.068 -4.004
C -0.313 -1.043 2.259
H -0.849 0.263 4.311
C -0.921 1.538 0.566
H 2.225 3.189 2.237
H 3.417 2.112 4.810
H -3.685 -1.809 -3.725
C 1.093 0.816 5.063
C -2.157 -4.187 -0.495
H -1.870 -5.206 -0.248
H 2.134 3.349 4.773
F 3.218 -1.425 4.971
H -0.166 -5.228 -1.695
H -4.154 0.670 -5.930
H -3.212 0.424 -0.448
H -3.420 -4.788 1.933
H -4.104 -1.570 -5.421
H -0.001 -1.015 5.198
C 4.158 2.086 0.951
H 1.890 0.339 5.630
C -0.211 -4.195 -2.039
H -2.565 -2.312 -4.978
C -1.252 3.270 2.216
C 3.688 -1.068 -0.127
C -3.218 0.857 -5.410
Ru 2.941 -0.252 2.830
C -1.396 2.306 -4.898
O 0.651 -0.678 3.256
H -1.959 1.849 -1.298
H -4.857 -3.817 1.581
H 0.731 -3.713 -1.769
As -0.520 -1.295 -2.979
C 4.989 0.912 0.544
C -3.277 3.223 -6.298
H -2.836 0.347 -2.167
H 4.738 2.997 0.799
H -3.542 4.057 -5.643
H -0.890 3.262 -5.017
C -3.286 -1.539 -4.703
H -3.010 3.948 -0.585
H 1.147 2.262 -4.236
C -0.773 1.301 -4.164
H -1.246 -0.510 2.418
H -4.185 2.882 -6.794
F 6.334 -2.708 3.484
H 3.682 3.883 2.995
H -4.531 -5.294 0.669
H 5.932 0.941 1.083
C 3.073 2.985 2.892

Results of the Löwdin charge analysis, in e, for atoms 1 through 5: H 0.063; C -0.280; Te 1.755; H 0.105; C -0.034

# 2
# C34H47BN10OPbS6

C34H47BN10OPbS6 as an isolated structure at a distorted geometry (wB97M-V/def2-TZVPD, OMol25).

Calculated total energy ... -4553.4295 a.u.
Spin multiplicity ... 1
ΔE to the lowest compared entry with this formula, charge and spin ... 70.3 kJ/mol
Net charge ... 0
Kohn-Sham gap ... 6.19 eV

CARTESIAN COORDINATES (ANGSTROEM)
H -7.904 -0.399 2.098
H -4.920 3.303 2.204
C -6.900 0.091 -0.416
H 5.484 0.604 -2.354
C -6.353 -0.880 0.637
C 5.631 -2.219 -1.803
C -0.468 3.187 0.408
C -2.298 -0.442 -1.999
C -7.475 -1.270 1.597
H 5.894 -0.343 -3.801
H -3.243 -1.789 -5.029
C -4.061 1.050 4.764
H -7.279 1.004 0.051
H -4.949 0.686 5.279
C -4.131 0.733 3.308
C -1.573 5.225 0.967
N -4.209 0.149 0.603
C -0.402 4.575 0.734
N -2.812 3.289 0.480
H -8.275 -1.754 1.036
H 3.078 0.184 -3.765
N -2.527 0.717 -1.335
C -5.199 -0.190 1.360
H -6.521 2.078 -3.032
H -3.782 7.036 0.352
N 4.185 -2.191 -1.939
H -1.563 6.273 1.237
B -2.082 1.078 0.099
C 3.370 -1.384 -2.643
H 6.026 -1.323 -1.329
H 5.875 -3.062 -1.161
H 5.068 1.200 -3.953
H -5.465 6.692 0.753
S 1.666 -2.012 0.650
H -5.341 3.543 0.516
H -6.520 3.265 -4.341
S 1.090 2.369 0.456
H -3.961 2.125 4.919
H 1.520 4.851 1.663
C -2.920 -0.590 -3.297
H -5.029 -1.880 -0.764
H -3.152 6.535 2.761
C -4.533 6.244 0.404
N -3.134 0.770 1.139
C 1.747 -4.351 1.870
S -0.387 -1.147 3.110
H -4.350 4.129 -5.299
C -4.103 5.130 1.365
C 0.910 5.289 0.874
H -4.821 6.130 3.138
C -4.546 2.817 -3.591
N -3.265 1.735 -1.844
H -6.024 1.605 -4.661
H -7.133 -1.975 2.357
H 0.734 6.335 1.120
C -3.835 3.265 -4.877
H -3.538 4.956 3.462
H -3.826 2.480 -5.635
H -6.010 -0.225 3.380
C 0.333 -2.703 2.966
H 3.670 -2.918 -1.470
H 1.487 5.227 -0.049
C -3.033 1.135 2.456
H -3.171 0.592 5.198
C -2.790 4.520 0.898
O 1.153 1.251 -0.682
C -4.563 3.975 -2.601
N 3.828 -0.309 -3.312
C -3.652 0.435 -3.780
H -6.108 0.369 -1.112
H -6.624 -2.638 -0.598
H -3.074 -2.712 -3.518
S -1.757 2.036 3.033
C -3.880 5.723 2.765
C -5.987 2.409 -3.924
C -5.818 -2.138 -0.057
C -3.793 1.627 -3.020
C -2.716 -1.847 -4.078
C -5.181 0.082 2.758
H -4.694 5.860 -0.603
C -5.189 4.058 1.463
H -2.801 3.550 -4.671
C 1.190 -3.036 1.972
H -1.652 -2.014 -4.257
S -1.299 -1.700 -1.482
H -5.405 -2.841 0.669
H -6.127 4.525 1.770
H -5.093 4.821 -3.043
H -7.717 -0.375 -0.972
S 1.716 -1.733 -2.654
H -3.550 4.287 -2.347
N 2.217 -5.395 1.750
C 5.145 0.302 -3.345
N -0.353 -4.452 4.744
C -0.035 -3.689 3.944
Pb -0.120 -0.221 0.472
H 6.131 -2.375 -2.759
N -1.671 2.621 0.243
H -4.116 0.360 -4.755
H -5.066 3.690 -1.678

Results of the Löwdin charge analysis, in e, for atoms 1 through 5: H 0.086; H 0.077; C -0.045; H 0.081; C -0.543

# 3
# C34H47CrN4Si

C34H47CrN4Si as an isolated structure (wB97M-V/def2-TZVPD, OMol25).

Calculated total energy ... -2876.7273 a.u.
Spin multiplicity ... 5
ΔE to the lowest compared entry with this formula, charge and spin ... 56.9 kJ/mol
Net charge ... -1
Kohn-Sham gap (alpha / beta) ... 4.53 / 5.26 eV

CARTESIAN COORDINATES (ANGSTROEM)
H -0.223 -2.207 -2.215
H -1.775 -7.807 1.482
H 1.206 5.274 -5.681
C 1.295 -2.295 0.571
H -2.868 2.649 -3.099
C -0.488 -6.261 0.722
H -0.916 -0.548 2.403
C -3.153 -1.495 2.118
C -0.227 1.848 2.049
H 2.644 5.252 -3.653
H -1.811 2.011 -5.164
H 3.446 -4.332 1.302
C 2.604 3.716 -1.543
N 0.494 0.682 1.514
H 2.863 1.595 -1.206
C 1.835 4.090 -0.271
C 3.484 2.476 -1.353
C -3.374 -0.283 0.074
C -1.003 -1.689 -1.658
N 2.174 -2.663 1.513
H -0.172 -0.107 -3.728
H -1.146 1.487 2.516
C -4.814 0.232 1.932
H 2.779 0.044 3.358
H 4.276 -2.781 1.523
C -0.192 2.647 -3.987
C 1.943 0.894 1.529
C -0.783 0.258 -4.551
C -4.408 0.463 0.626
H 1.054 3.351 -0.091
H 3.433 1.603 2.906
C 1.048 4.547 -4.893
C 0.635 2.593 -2.798
H -0.069 3.222 3.710
H 2.292 -3.867 3.202
C 3.415 -3.265 1.056
C 0.037 3.596 -4.971
C -1.321 1.662 -4.248
C -0.375 -4.917 0.394
H -5.615 0.817 2.368
H 2.323 -2.143 3.586
N 0.190 -1.595 0.966
C -2.762 -5.903 1.373
Si -1.263 -2.203 0.023
C 1.489 1.715 3.878
C 1.883 -2.893 2.923
H -0.610 3.586 -5.846
C -1.683 -6.760 1.222
H 3.280 4.550 -1.760
C -2.639 -4.558 1.043
H -3.051 -0.074 -0.940
H 2.431 0.086 0.982
H -2.668 -2.258 2.720
C 2.508 1.023 2.954
H -3.183 0.927 -3.400
H 1.227 3.374 2.536
H 4.157 2.597 -0.496
C 1.844 4.521 -3.756
H -4.888 1.234 0.037
H 0.858 0.964 4.367
H -1.973 1.427 -2.192
H 2.503 4.145 0.598
H -0.171 0.290 -5.455
H -1.890 -1.534 -2.272
H -3.707 -6.282 1.746
H 1.357 5.065 -0.395
H -0.522 2.487 1.213
C -2.722 -1.280 0.803
H -3.505 -3.915 1.153
H -1.599 -0.457 -4.709
H 2.136 1.802 0.964
C -1.440 -4.024 0.560
C 1.670 3.602 -2.734
H 3.476 -3.138 -0.021
H 0.358 -6.924 0.580
H 4.093 2.314 -2.246
C 0.600 2.650 3.063
N 0.453 1.698 -1.821
H 0.561 -4.542 -0.010
Cr 0.082 0.136 -0.949
H 2.001 2.257 4.675
H 0.727 -0.886 2.921
C 0.111 -0.619 2.065
H -4.488 -0.939 3.703
C -2.403 1.661 -3.165
H 0.806 -2.927 3.075
C -4.181 -0.752 2.681

Results of the Löwdin charge analysis, in e, for atoms 1 through 5: H -0.010; H 0.092; H 0.071; C -0.146; H 0.076

# 4
# C34H47N5O9P2Re

C34H47N5O9P2Re as an isolated structure at a distorted geometry (wB97M-V/def2-TZVPD, OMol25).

Calculated total energy ... -3035.6372 a.u.
Spin multiplicity ... 4
ΔE to the lowest compared entry with this formula, charge and spin ... 23.9 kJ/mol
Net charge ... 0
Kohn-Sham gap (alpha / beta) ... 6.46 / 6.91 eV

CARTESIAN COORDINATES (ANGSTROEM)
C 0.977 -5.381 0.037
C -3.642 -1.419 2.265
H -1.213 0.108 1.364
H 0.157 5.284 -3.417
H -0.292 -2.912 5.374
H 4.290 2.470 -0.357
C 3.827 1.757 -1.116
C 0.338 -2.037 5.413
C 2.871 -3.768 0.576
H -4.304 1.010 -2.926
C -1.771 2.043 2.069
H -0.023 -5.698 0.241
O 0.622 2.499 -2.339
C -3.570 0.793 -3.708
C -2.216 3.497 -7.665
H -3.126 4.038 -7.901
O 0.683 1.338 -4.173
C 1.402 -4.637 2.424
H 2.584 1.151 5.183
O -3.689 3.736 -1.618
H 0.455 -1.772 7.563
H 1.776 2.663 2.172
O -0.137 0.433 -2.280
H -3.879 -2.271 4.250
H 1.040 -5.143 -1.002
H 2.273 -0.415 -2.242
C 2.404 2.362 1.344
H 0.410 -4.956 2.683
C -0.869 5.026 -3.105
H -4.999 -2.791 2.969
C 1.591 -0.339 4.117
H -0.924 -1.577 -1.013
O -1.062 -3.478 1.133
H 1.821 0.262 7.433
C 1.438 -4.204 0.935
C 0.758 -1.431 6.573
C -2.752 3.059 -1.930
C 3.305 0.414 -0.513
N 0.212 -2.038 3.090
H 4.668 0.570 1.208
H 4.660 1.416 -1.724
H 1.652 -6.222 0.163
H -0.899 4.918 -5.746
H -4.088 0.268 -4.503
H 4.036 -0.687 -2.187
H -0.893 4.759 -2.045
C -2.856 2.013 -4.238
O -1.171 4.363 2.355
C -2.838 2.184 -5.619
O -4.164 -0.324 2.355
P 1.736 0.947 0.367
H -2.376 0.833 0.484
C 1.578 -0.277 6.528
N 1.906 0.293 2.977
C 4.313 -0.155 0.449
H -0.184 -3.178 -1.494
N -2.557 -1.691 1.349
H 2.967 -3.628 -0.500
C -2.314 2.945 -3.376
Re -0.262 1.785 -0.524
C -1.558 3.996 -3.922
H 5.224 -0.476 -0.034
H 3.104 -2.920 1.216
C -2.177 3.271 -6.147
H -2.188 2.552 -8.185
P 0.288 -2.707 0.747
H -3.380 -4.563 2.435
C -2.932 -3.615 2.751
H 3.626 -4.546 0.901
C 0.768 -1.488 4.198
O -2.119 2.353 -1.041
C 1.375 -0.224 1.885
H -1.360 4.051 -7.996
C -1.106 3.383 1.636
H 3.370 2.170 1.746
H -1.457 1.718 3.029
C -1.496 4.116 -5.304
C -3.945 -2.570 3.175
H 2.028 -5.536 2.546
C -2.133 -2.855 1.676
N -1.545 0.998 1.018
N 0.381 1.455 -3.013
O -0.312 3.332 0.584
H -2.828 0.118 -3.305
H 1.776 -3.832 3.034
H -1.445 5.987 -3.237
H -3.389 1.453 -6.200
H -2.267 -3.817 3.586
H 2.515 3.223 0.672
C 3.135 -0.632 -1.603
H 2.826 -1.583 -1.175
C -0.030 -2.235 -0.984
C 0.579 -1.426 1.869
H 3.086 2.281 -1.785
H 3.975 -1.000 0.980
H 0.769 -1.659 -1.413
H -2.841 2.181 2.177
C 2.003 0.238 5.305

Results of the Löwdin charge analysis, in e, for atoms 1 through 5: C -0.067; C -0.416; H 0.031; H 0.090; H 0.102

# 5
# C34H47NO35

A 12-piece molecular cluster, C34H47NO35 overall at a distorted geometry (wB97M-V/def2-TZVPD, OMol25).

Structure (SMILES) ... C[N+](=O)[O-].O=C1OCCO1.O=C1OCCO1.O=C1OCCO1.O=C1OCCO1.O=C1OCCO1.O=C1OCCO1.O=C1OCCO1.O=C1OCCO1.O=C1OCCO1.O=C1OCCO1.O=C1OCCO1
Calculated total energy ... -4011.9454 a.u.
Spin multiplicity ... 1
ΔE to the lowest compared entry with this formula, charge and spin ... 0.0 kJ/mol
Net charge ... 0
Kohn-Sham gap ... 10.54 eV

CARTESIAN COORDINATES (ANGSTROEM)
O -2.682 -2.072 -1.486
C -0.528 0.306 -1.933
H -0.425 -2.998 -1.986
O -4.568 -0.696 3.749
O -3.907 3.188 -3.393
H -1.169 3.397 3.901
C -3.944 0.389 3.001
H 0.573 3.413 4.464
C 4.305 -2.936 -2.578
H 1.188 -2.707 3.871
H -0.208 1.070 -2.617
H -0.148 2.255 1.924
C 0.332 3.168 2.288
H 4.150 -3.481 -1.641
O -0.170 6.536 1.756
O 0.509 -5.654 -3.203
C 1.864 -0.744 3.203
H 6.075 -1.975 0.690
H 1.426 3.061 2.254
C -0.082 5.412 2.142
H -1.336 -4.846 -3.403
O 1.499 2.911 -2.978
O -4.433 3.952 2.098
H -3.150 -0.139 0.949
O 2.825 0.525 0.233
O -4.656 -2.975 3.744
O 5.981 -0.061 -1.647
C -1.716 3.789 -2.991
C 2.693 -4.052 0.981
H 4.673 -3.560 -3.428
H -4.829 0.961 2.685
O 3.990 -0.585 -2.475
C -0.111 3.650 3.646
C -0.633 -5.185 -2.630
C 3.881 0.159 0.575
H -3.427 5.148 -2.765
O -2.167 2.647 -2.230
O -0.804 0.877 4.580
H -0.407 -4.094 -0.661
H -3.387 0.949 3.713
O 4.960 -3.964 1.438
H -0.437 1.820 -0.413
O 2.704 -5.317 -3.024
C -4.257 -1.934 3.334
H -6.264 -3.910 -0.385
H 1.751 -4.124 1.538
O -3.044 -4.199 -0.919
C 3.263 -1.822 -2.821
O 3.416 3.988 -3.155
O -3.162 2.537 1.009
C -5.125 5.200 0.299
O -0.024 5.115 3.416
H 6.414 0.759 2.066
C -3.403 -2.918 -1.063
H 2.369 1.591 -1.701
H -6.413 4.343 1.698
H -1.958 0.847 -0.438
H -5.947 5.302 -0.403
C -5.236 -3.833 -0.084
H -2.021 -0.383 2.390
H -2.995 4.680 -4.466
C -3.413 2.355 -2.537
C 5.262 -0.843 -2.089
C 3.806 2.627 -3.079
H 2.395 -1.840 -2.170
C 2.490 1.862 -2.750
C 0.096 0.152 4.269
H -5.434 5.679 2.422
H -1.381 -0.295 -2.302
O -0.380 -0.175 0.307
C 1.631 -5.071 -2.727
H -3.923 -5.642 0.200
H 4.526 2.538 -2.291
O 0.115 -1.127 4.644
H -4.462 -5.541 -1.485
H 2.039 -1.789 5.102
C -5.466 4.905 1.693
O 0.903 -1.937 0.206
C 6.097 0.257 1.152
O 4.172 -1.087 0.881
C -0.892 0.824 -0.567
C -3.908 3.449 1.010
O 3.618 -3.512 3.008
H 2.892 -1.743 -3.878
C 5.616 -1.213 1.324
O -4.641 -2.682 -0.677
O -0.048 4.275 1.424
C 0.469 -1.005 -0.377
H 2.604 -3.161 0.338
O 5.522 -2.157 -2.254
H -1.095 -6.004 -2.081
H 4.320 2.422 -4.060
O 1.511 5.037 -3.542
C 2.104 4.060 -3.266
H 2.220 1.050 -3.417
O -3.515 -1.758 2.206
H 5.686 -1.500 2.365
H -1.056 3.347 -3.743
O 0.617 -0.612 -1.616
H 2.916 -0.510 3.224
C -4.264 -4.958 -0.572
O -4.405 4.021 -0.126
H -4.471 6.070 0.214
C 1.348 -1.712 4.247
O 1.274 -4.087 -1.879
H 6.828 0.481 0.380
O 4.873 1.003 0.723
H 1.537 -0.936 2.172
H -1.045 4.370 -2.367
C -3.078 4.364 -3.443
O -3.923 1.376 -2.061
C -0.214 -4.010 -1.704
O 1.220 0.498 3.626
H 2.892 -4.913 0.329
C -3.039 -0.402 2.024
N 3.825 -3.806 1.864
H -5.038 -3.776 0.991

Results of the Löwdin charge analysis, in e, for atoms 1 through 5: O 0.158; C -0.033; H 0.097; O 0.044; O 0.102